Entry 1:
C6H10S2 | ωB97M-V/def2-TZVPD

Geometry (Å):
C1 0.903 0.248 -2.121
C2 0.339 -0.272 -0.855
C3 0.435 -1.833 -0.947
S1 1.401 0.476 0.440
C4 0.648 -0.136 1.874
C5 -0.671 0.069 2.055
C6 -1.579 0.741 1.037
S2 -1.458 0.229 -0.673
H1 1.042 1.345 -2.146
H2 1.898 -0.204 -2.265
H3 0.251 -0.012 -2.977
H4 1.513 -2.112 -0.937
H5 -0.159 -2.295 -0.119
H6 -0.012 -2.129 -1.926
H7 1.302 -0.770 2.481
H8 -1.202 -0.343 2.925
H9 -2.626 0.485 1.312
H10 -1.545 1.837 1.128

* relative energy (zero: lowest compared OMol25 entry of this formula, charge and spin): 0.490 eV
* total charge: 0
* electronic energy: -1030.9600 Eh
* HOMO level: -8.536 eV
* SMILES string: CC1(C)SC=CCS1
* gap between HOMO and LUMO: 0.342 hartree

---

Entry 2:
C4H12N2O2 | ωB97M-V/def2-TZVPD

Geometry (Å):
C1 0.278 -1.395 -0.319
C2 0.935 -2.334 0.534
C3 1.381 -2.050 1.757
O1 0.782 1.755 -3.008
N1 0.171 -0.149 -0.029
C4 -0.800 0.360 1.064
N2 -0.847 1.748 1.142
H1 1.608 1.647 -2.535
H2 -0.373 -1.777 -1.109
H3 0.959 -3.328 0.098
H4 1.427 -1.027 2.086
H5 1.633 -2.861 2.421
H6 0.041 0.501 -0.819
H7 -0.655 -0.168 2.011
H8 -1.768 0.001 0.718
H9 -1.064 1.953 0.147
H10 -0.004 2.178 1.484
H11 -2.270 1.654 -1.817
H12 -0.003 1.851 -2.412
O2 -1.429 1.442 -1.414

* relative energy (zero: lowest compared OMol25 entry of this formula, charge and spin): 5.710 eV
* total charge: 0
* electronic energy: -419.4386 Eh
* HOMO level: -8.184 eV
* gap between HOMO and LUMO: 0.213 hartree

---

Entry 3:
C31H42N3PSn | ωB97M-V/def2-TZVPD

Geometry (Å):
Sn1 0.626 -0.305 -0.763
N1 0.703 4.764 -1.019
N2 2.417 -0.755 -3.279
C1 -1.519 -1.397 1.250
C2 -2.310 -0.579 0.386
C3 -2.236 0.756 0.876
C4 -2.909 1.939 0.318
H1 -3.685 1.662 -0.402
H2 -2.186 2.591 -0.200
H3 -3.385 2.515 1.123
C5 -1.372 0.779 2.004
C6 -1.075 1.959 2.834
H4 -1.777 1.991 3.680
H5 -1.189 2.885 2.261
H6 -0.065 1.923 3.252
C7 -0.950 -0.549 2.259
C8 -0.151 -0.984 3.425
H7 0.711 -0.318 3.596
H8 0.219 -2.012 3.312
H9 -0.774 -0.955 4.338
C9 -3.137 -1.054 -0.743
H10 -4.139 -1.335 -0.384
H11 -2.712 -1.946 -1.217
H12 -3.265 -0.269 -1.501
C10 -1.410 -2.876 1.198
H13 -0.456 -3.227 1.627
H14 -1.459 -3.246 0.160
H15 -2.229 -3.363 1.767
C11 1.659 5.584 -1.385
H16 1.470 6.657 -1.374
C12 2.955 5.123 -1.807
H17 3.701 5.894 -2.034
C13 3.172 3.790 -1.892
H18 4.112 3.407 -2.284
C14 2.226 2.782 -1.300
H19 2.055 1.907 -1.977
C15 0.892 3.421 -0.872
C16 -0.060 2.507 -0.383
H20 -0.611 2.024 -1.228
C17 1.885 -1.418 -2.265
C18 1.806 -1.191 -4.436
H21 1.935 -0.696 -5.388
C19 1.178 -2.382 -4.154
H22 0.694 -3.061 -4.814
N3 1.307 -2.598 -2.784
C20 0.850 -3.693 -2.031
C21 -0.336 -4.399 -2.385
C22 -0.552 -5.645 -1.791
H23 -1.388 -6.254 -2.147
C23 0.276 -6.121 -0.759
C24 0.101 -7.505 -0.201
H24 0.337 -7.502 0.860
H25 0.778 -8.214 -0.690
H26 -0.922 -7.850 -0.350
C25 1.295 -5.286 -0.279
H27 1.900 -5.608 0.577
C26 1.601 -4.072 -0.910
C27 2.714 -3.268 -0.345
H28 3.247 -2.649 -1.059
H29 3.448 -3.957 0.098
H30 2.372 -2.616 0.471
C28 -1.357 -3.845 -3.331
H31 -0.990 -3.721 -4.357
H32 -1.789 -2.881 -3.007
H33 -2.187 -4.573 -3.386
C29 2.210 2.667 1.571
P1 3.130 2.063 0.163
C30 4.827 2.612 0.318
C31 3.295 0.260 0.211
H34 2.285 3.760 1.632
H35 2.594 2.222 2.494
H36 1.146 2.408 1.443
H37 5.081 3.402 -0.390
H38 4.995 2.969 1.338
H39 5.481 1.752 0.140
H40 4.336 0.002 0.454
H41 2.662 -0.173 0.999
H42 3.111 -0.229 -0.769

* relative energy (zero: lowest compared OMol25 entry of this formula, charge and spin): 3.145 eV
* total charge: -2
* electronic energy: -1926.0011 Eh
* HOMO level (alpha / beta): 1.020 / 1.308 eV
* gap between HOMO and LUMO (alpha / beta): 0.119 / 0.109 hartree

---

Entry 4:
C48H47N4O4P2PdS2 | ωB97M-V/def2-TZVPD

Geometry (Å):
Pd1 -0.870 0.605 0.013
O1 1.161 -0.046 -0.700
P1 2.329 -0.071 0.259
C1 1.907 0.756 1.822
P2 0.602 -0.085 2.746
O2 -0.383 -0.705 1.765
C2 -0.097 1.161 3.818
C3 -0.637 2.315 3.236
C4 -1.188 3.302 4.034
C5 -1.196 3.155 5.417
C6 -0.662 2.016 6.001
C7 -0.116 1.017 5.206
C8 1.365 -1.348 3.750
C9 2.428 -1.066 4.611
C10 3.003 -2.082 5.356
C11 2.520 -3.383 5.242
C12 1.468 -3.666 4.384
C13 0.886 -2.651 3.634
C14 2.806 -1.738 0.664
C15 3.792 -2.033 1.607
C16 4.083 -3.352 1.911
C17 3.391 -4.377 1.272
C18 2.411 -4.088 0.334
C19 2.115 -2.766 0.028
C20 3.739 0.818 -0.368
C21 3.532 2.163 -0.700
C22 4.582 2.914 -1.200
C23 5.834 2.331 -1.374
C24 6.038 0.996 -1.058
C25 4.990 0.234 -0.555
H1 1.514 1.735 1.526
H2 2.794 0.919 2.437
H3 -0.625 2.460 2.158
H4 -1.609 4.187 3.576
H5 -1.621 3.931 6.040
H6 -0.676 1.898 7.077
H7 0.272 0.122 5.670
H8 2.805 -0.053 4.708
H9 3.824 -1.863 6.026
H10 2.969 -4.176 5.827
H11 1.098 -4.679 4.298
H12 0.075 -2.860 2.948
H13 4.336 -1.237 2.105
H14 4.844 -3.584 2.646
H15 3.621 -5.408 1.511
H16 1.878 -4.889 -0.166
H17 1.345 -2.517 -0.692
H18 2.549 2.611 -0.584
H19 4.425 3.953 -1.461
H20 6.652 2.922 -1.766
H21 7.010 0.544 -1.208
H22 5.147 -0.811 -0.324
S1 -3.147 1.139 0.939
C26 -4.086 0.561 -0.371
N1 -3.893 0.833 -1.651
C27 -4.867 0.185 -2.526
C28 -5.764 -0.582 -1.523
N2 -5.158 -0.225 -0.237
H23 -3.088 1.383 -1.947
H24 -4.376 -0.488 -3.225
H25 -5.426 0.926 -3.095
H26 -5.714 -1.658 -1.680
H27 -6.805 -0.272 -1.572
H28 -5.483 -0.525 0.665
C29 -0.320 7.905 -4.036
C30 -0.367 6.588 -3.305
C31 -0.649 6.535 -1.946
C32 -0.715 5.331 -1.254
C33 -1.039 5.367 0.222
C34 -0.502 4.143 -1.964
C35 -0.224 4.164 -3.335
C36 0.039 2.913 -4.139
C37 -0.151 5.393 -3.978
C38 -0.583 2.845 -1.249
O3 -1.241 1.868 -1.746
O4 0.000 2.691 -0.140
H29 0.011 8.711 -3.382
H30 -1.310 8.172 -4.411
H31 0.354 7.858 -4.892
H32 -0.828 7.459 -1.404
H33 -1.539 6.304 0.462
H34 -0.131 5.299 0.824
H35 -1.684 4.542 0.526
H36 0.592 2.163 -3.572
H37 0.615 3.164 -5.029
H38 -0.894 2.447 -4.461
H39 0.087 5.416 -5.037
S2 -0.489 -5.406 -2.749
C39 -0.946 -3.836 -2.046
C40 -0.715 -2.683 -2.784
C41 -1.003 -1.455 -2.212
N3 -1.525 -1.332 -0.990
C42 -1.745 -2.444 -0.282
C43 -1.469 -3.709 -0.765
C44 -1.967 -6.348 -2.440
C45 -2.154 -7.044 -1.255
C46 -3.333 -7.755 -1.085
N4 -4.296 -7.822 -2.007
C47 -4.087 -7.172 -3.152
C48 -2.948 -6.424 -3.416
H40 -0.300 -2.737 -3.781
H41 -0.816 -0.530 -2.744
H42 -2.140 -2.298 0.716
H43 -1.645 -4.574 -0.139
H44 -1.392 -7.056 -0.487
H45 -3.508 -8.302 -0.165
H46 -4.869 -7.250 -3.898
H47 -2.829 -5.909 -4.360

* multiplicity: 3
* total charge: +1
* electronic energy: -3984.2661 Eh
* ⟨S²⟩: 2.006
* HOMO level (alpha / beta): -10.220 / -10.625 eV
* gap between HOMO and LUMO (alpha / beta): 0.304 / 0.297 hartree